(1)
{
  "formula": "C22H20N2O7S",
  "method": "ωB97M-V/def2-TZVPD",
  "elements": ["C", "H", "O", "C", "C", "C", "C", "C", "C", "O", "C", "H", "H", "H", "O", "C", "H", "H", "H", "H", "C", "C", "C", "O", "O", "C", "C", "O", "C", "C", "C", "O", "H", "C", "H", "H", "S", "C", "N", "C", "C", "C", "N", "H", "H", "H", "H", "H", "H", "H", "H", "H"],
  "xyz": [[-6.33623, -2.89376, -0.08793], [-7.10099, -2.14115, 0.11307], [-5.29391, -2.39774, -0.91161], [-4.66189, -1.26334, -0.45870], [-3.28897, -1.32520, -0.26395], [-2.57269, -0.21881, 0.18572], [-3.26270, 0.96899, 0.45127], [-4.62675, 1.05847, 0.23688], [-5.34144, -0.06045, -0.24081], [-6.69353, 0.08062, -0.44388], [-7.11352, -0.06048, -1.79081], [-8.20094, -0.01909, -1.76949], [-6.72890, 0.76381, -2.39985], [-6.78705, -1.00857, -2.22572], [-5.37155, 2.17569, 0.42966], [-4.73949, 3.33126, 0.92365], [-4.29496, 3.15701, 1.90861], [-3.97028, 3.69578, 0.23484], [-5.52621, 4.07867, 1.01155], [-2.71485, 1.82633, 0.80233], [-1.14531, -0.35252, 0.37656], [-0.30326, 0.57757, 0.85411], [1.13017, 0.35677, 1.01298], [1.91998, 1.20419, 1.36187], [1.49548, -0.91747, 0.72056], [2.83281, -1.23869, 0.73173], [3.61957, -0.97780, 1.79414], [4.93262, -1.23083, 1.82384], [5.51779, -1.66875, 0.69488], [4.81893, -2.03623, -0.39906], [3.37678, -1.87178, -0.48753], [2.70084, -2.17939, -1.45024], [5.33337, -2.39602, -1.27632], [7.00910, -1.69059, 0.79578], [7.31776, -1.20948, 1.72311], [7.40881, -2.70334, 0.74816], [7.80910, -0.82360, -0.61014], [6.84813, 0.63187, -0.70669], [7.17630, 1.47704, -1.67190], [6.42301, 2.55538, -1.78717], [5.33624, 2.79644, -0.95511], [5.09751, 1.85089, 0.03173], [5.85850, 0.77638, 0.16131], [4.27823, 1.93461, 0.73425], [4.71406, 3.66775, -1.06597], [6.70487, 3.23804, -2.57818], [3.25950, -0.53338, 2.71092], [-0.62071, 1.56757, 1.14426], [-0.73015, -1.31197, 0.09775], [-2.78876, -2.25973, -0.46409], [-5.93099, -3.25332, 0.86375], [-6.77347, -3.72759, -0.63412]],
  "multiplicity": 1,
  "energy_ev": -51283.860,
  "homo_lumo_gap_ha": 0.3029,
  "smiles": "COc1cc(/C=C/C(=O)Oc2coc(CSc3ncccn3)cc2=O)cc(OC)c1OC"
}



(2)
{
  "formula": "C5H10N2O2",
  "method": "ωB97M-V/def2-TZVPD",
  "elements": ["C", "C", "C", "O", "H", "H", "H", "H", "H", "H", "C", "N", "C", "N", "O", "H", "H", "H", "H"],
  "xyz": [[-1.33165, 0.85604, 0.17483], [-2.06739, 1.28429, -1.09028], [-0.15077, -0.05655, -0.10642], [0.76370, 0.56716, -0.95610], [-0.42129, -1.03974, -0.50800], [-2.00935, 0.33678, 0.85701], [-0.93901, 1.73301, 0.69422], [-1.39392, 1.82182, -1.75262], [-2.89104, 1.94410, -0.83243], [-2.46035, 0.42088, -1.62306], [0.67201, -0.36546, 1.30448], [0.77045, -1.67687, 1.63841], [2.04485, 0.05344, -0.85459], [2.48307, -1.12328, -0.84497], [0.91281, 0.53504, 2.07643], [0.50218, -2.40835, 0.99876], [0.99855, -1.90327, 2.59525], [1.81313, -1.84721, -0.60268], [2.70402, 0.86817, -1.16825]],
  "multiplicity": 1,
  "de_lowest_kcal_mol": 40.6,
  "energy_ev": -12421.710,
  "homo_lumo_gap_ha": 0.3848,
  "smiles": "[H]/N=C\\O[C@H](CC)C(N)=O"
}



(3)
{
  "formula": "CH6N2S",
  "method": "ωB97M-V/def2-TZVPD",
  "elements": ["S", "H", "N", "C", "N", "H", "H", "H", "H", "H"],
  "xyz": [[-0.11450, -2.85731, -0.71653], [-1.00565, -3.03477, 0.26139], [-0.40247, 0.02213, -0.70093], [0.41827, 0.49116, 0.15437], [0.47945, 1.73979, 0.63573], [-1.17142, 0.59541, -1.01349], [-0.38792, -1.19907, -0.81604], [1.15532, -0.20627, 0.54047], [1.19162, 1.98660, 1.29553], [-0.16270, 2.46233, 0.35949]],
  "multiplicity": 1,
  "de_lowest_kcal_mol": 12.5,
  "energy_ev": -14949.044,
  "homo_lumo_gap_ha": 0.2805
}



(4)
{
  "formula": "C49H52IN10O3P",
  "method": "ωB97M-V/def2-TZVPD",
  "elements": ["N", "C", "C", "C", "C", "N", "C", "C", "C", "C", "O", "C", "O", "P", "O", "I", "H", "H", "H", "H", "H", "H", "H", "H", "H", "H", "H", "H", "N", "C", "C", "C", "C", "C", "H", "H", "H", "H", "H", "N", "C", "C", "C", "C", "C", "H", "H", "H", "H", "H", "N", "C", "C", "C", "C", "C", "H", "H", "H", "H", "H", "N", "C", "C", "C", "C", "C", "H", "H", "H", "H", "H", "N", "C", "C", "C", "C", "C", "H", "H", "H", "H", "H", "N", "C", "C", "C", "C", "C", "H", "H", "H", "H", "H", "N", "C", "C", "C", "C", "C", "H", "H", "H", "H", "H", "N", "C", "C", "C", "C", "C", "H", "H", "H", "H", "H"],
  "xyz": [[4.71537, -0.69703, 6.05033], [4.02274, -1.75744, 6.40543], [2.93448, -2.88309, 6.89818], [3.17961, -4.23108, 5.95504], [4.63485, -4.05232, 5.21510], [5.64473, -3.96326, 4.37584], [2.98168, -5.64451, 6.76208], [4.33110, -6.22904, 7.48663], [5.28699, -7.14674, 6.46677], [5.73820, -8.58482, 7.15207], [6.14104, -8.40862, 8.55654], [7.53344, -8.88339, 8.77913], [7.92410, -10.15103, 8.50350], [1.74505, -4.17603, 4.63845], [2.01215, -5.55260, 3.59179], [-0.30149, -4.53599, 5.96240], [1.84238, -2.46565, 6.69595], [2.97719, -3.11538, 8.05332], [2.19407, -5.44082, 7.63226], [2.46824, -6.44934, 6.05667], [3.95364, -7.00609, 8.31013], [4.95748, -5.42590, 8.08307], [6.27822, -6.58487, 6.17797], [4.72758, -7.39843, 5.46560], [4.81422, -9.31915, 7.13312], [6.62852, -9.02221, 6.50018], [8.37664, -8.15148, 9.20080], [2.16483, -5.18800, 2.65504], [1.96137, -1.54868, 3.14446], [1.30825, -1.32499, 1.98309], [1.56177, -0.24560, 1.15196], [2.54197, 0.66388, 1.53478], [3.23062, 0.46169, 2.72642], [2.90876, -0.64963, 3.48885], [0.55048, -2.06066, 1.72965], [1.00810, -0.11692, 0.22884], [2.76764, 1.52297, 0.90973], [3.99972, 1.15242, 3.05300], [3.42061, -0.85311, 4.42528], [1.94582, 3.01945, -0.76221], [0.67198, 3.22807, -1.16116], [0.32840, 3.78421, -2.38296], [1.35204, 4.15358, -3.24912], [2.67416, 3.95305, -2.86584], [2.91802, 3.38645, -1.62511], [-0.09079, 2.92646, -0.44920], [-0.71200, 3.92633, -2.65246], [1.12160, 4.59381, -4.21491], [3.49459, 4.23065, -3.51783], [3.93295, 3.20634, -1.28192], [-1.42028, -0.88505, -2.19887], [-0.15412, -0.48549, -2.44897], [0.76670, -1.24104, -3.15705], [0.36852, -2.48473, -3.63581], [-0.92855, -2.92475, -3.39268], [-1.77843, -2.09619, -2.67776], [0.10968, 0.49047, -2.05203], [1.77007, -0.86905, -3.33061], [1.06297, -3.10590, -4.19395], [-1.26940, -3.88916, -3.75184], [-2.80164, -2.39322, -2.46534], [1.48140, -7.32317, 0.06083], [1.30526, -7.50449, 1.38803], [1.89943, -8.52591, 2.11178], [2.72207, -9.41999, 1.43475], [2.92149, -9.26055, 0.06729], [2.28685, -8.20586, -0.56891], [0.65218, -6.78318, 1.87059], [1.72464, -8.62226, 3.17735], [3.20403, -10.23413, 1.96817], [3.55627, -9.94071, -0.48922], [2.41388, -8.03711, -1.63460], [-3.69019, 2.06412, -5.86620], [-4.83314, 2.75805, -5.67260], [-5.52555, 2.78312, -4.47257], [-5.01914, 2.04932, -3.40506], [-3.84487, 1.32292, -3.57403], [-3.22194, 1.36276, -4.81108], [-5.18974, 3.31187, -6.53619], [-6.43774, 3.36039, -4.37284], [-5.53499, 2.04364, -2.44928], [-3.42475, 0.74054, -2.76188], [-2.30097, 0.81549, -4.99171], [-7.65383, 6.13781, -2.69972], [-8.30694, 6.36149, -3.86108], [-8.05342, 7.44088, -4.69222], [-7.07322, 8.35036, -4.30939], [-6.38457, 8.14817, -3.11776], [-6.70643, 7.03686, -2.35533], [-9.06471, 5.62582, -4.11453], [-8.60709, 7.56956, -5.61533], [-6.84755, 9.20945, -4.93445], [-5.61548, 8.83890, -2.79117], [-6.19458, 6.83338, -1.41889], [5.48837, 2.83713, -3.03777], [6.75453, 3.23669, -3.28788], [7.67535, 2.48114, -3.99595], [7.27717, 1.23746, -4.47471], [5.98010, 0.79744, -4.23159], [5.13022, 1.62600, -3.51667], [7.01833, 4.21265, -2.89093], [8.67872, 2.85313, -4.16952], [7.97162, 0.61628, -5.03285], [5.63925, -0.16697, -4.59075], [4.10701, 1.32896, -3.30425], [-10.58683, 10.33312, -4.11968], [-11.72977, 11.02705, -3.92608], [-12.42219, 11.05213, -2.72604], [-11.91578, 10.31832, -1.65854], [-10.74151, 9.59192, -1.82751], [-10.11857, 9.63176, -3.06455], [-12.08637, 11.58087, -4.78967], [-13.33437, 11.62939, -2.62631], [-12.43163, 10.31264, -0.70276], [-10.32138, 9.00954, -1.01535], [-9.19761, 9.08449, -3.24519]],
  "multiplicity": 1,
  "energy_ev": -90079.486,
  "homo_lumo_gap_ha": 0.2875,
  "smiles": "N#CC[C@@](C#N)(CCCCOC=O)P(O)I.c1ccncc1.c1ccncc1.c1ccncc1.c1ccncc1.c1ccncc1.c1ccncc1.c1ccncc1.c1ccncc1"
}



(5)
{
  "formula": "C4H11BS",
  "method": "ωB97M-V/def2-TZVPD",
  "elements": ["B", "C", "C", "C", "C", "S", "H", "H", "H", "H", "H", "H", "H", "H", "H", "H", "H"],
  "xyz": [[-1.29128, 0.66861, -2.24805], [1.18537, 0.66952, -0.17843], [-0.82542, 0.40194, 1.41161], [0.68080, -1.53172, 0.66473], [0.00254, -0.22017, 0.26685], [-1.17246, -0.67123, -1.14933], [-0.61546, 1.57075, -1.96082], [-1.97514, 0.61267, -3.08571], [1.61641, 0.19468, -0.99391], [0.87395, 1.57471, -0.50099], [1.88031, 0.89008, 0.58297], [-1.51597, -0.38968, 1.57388], [-1.21707, 1.34695, 1.09563], [-0.07900, 0.51774, 2.25289], [-0.04928, -2.11124, 1.13640], [1.04570, -2.07875, -0.16279], [1.45599, -1.44485, 1.29509]],
  "multiplicity": 1,
  "de_lowest_kcal_mol": 15.3,
  "energy_ev": -15837.271,
  "homo_lumo_gap_ha": 0.3939,
  "smiles": "BSC(C)(C)C"
}



What did the third record say?
{
  "formula": "CH6N2S",
  "method": "ωB97M-V/def2-TZVPD",
  "elements": ["S", "H", "N", "C", "N", "H", "H", "H", "H", "H"],
  "xyz": [[-0.11450, -2.85731, -0.71653], [-1.00565, -3.03477, 0.26139], [-0.40247, 0.02213, -0.70093], [0.41827, 0.49116, 0.15437], [0.47945, 1.73979, 0.63573], [-1.17142, 0.59541, -1.01349], [-0.38792, -1.19907, -0.81604], [1.15532, -0.20627, 0.54047], [1.19162, 1.98660, 1.29553], [-0.16270, 2.46233, 0.35949]],
  "multiplicity": 1,
  "de_lowest_kcal_mol": 12.5,
  "energy_ev": -14949.044,
  "homo_lumo_gap_ha": 0.2805
}



Q: Look up the multiplicity of the first one.
A: 1